# 1
Formula: C3H4N2O
Source: OMol25
Level of theory: the ωB97M-V functional and the def2-TZVPD basis

Highest occupied orbital energy ... -0.358 Ha
Frontier orbital gap ... 10.48 eV
E_LUMO ... 0.75 eV
Largest force on an atom ... 4.8 eV Å⁻¹
Energy relative to the best compared isomer or geometry (same formula, charge and spin) ... 3.7978 eV
Electronic energy ... -301.3477 Ha
SMILES ... Cc1cnno1

XYZ file:
```
10
Properties=species:S:1:pos:R:3:forces:R:3
C -1.363 -0.239 0.100 -1.13 2.08 -3.54
C 0.094 -0.216 -0.142 0.16 1.06 -0.44
C 0.927 0.915 -0.146 -3.76 -3.01 0.48
H -1.958 -0.625 -0.868 1.25 1.24 1.82
H -1.458 0.983 0.206 -1.05 -3.39 0.16
H -1.767 -0.912 0.844 0.39 0.45 0.79
H 0.420 1.848 0.026 1.15 0.73 -0.31
N 2.145 0.419 0.016 1.73 -1.10 1.23
N 2.078 -0.871 0.130 4.07 1.46 -1.56
O 0.881 -1.301 -0.168 -2.81 0.47 1.36
```
Positions in Å, forces in eV/Å.

# 2
Formula: C3H4N2O
Source: OMol25
Level of theory: the ωB97M-V functional and the def2-TZVPD basis

Highest occupied orbital energy ... -0.326 Ha
Frontier orbital gap ... 9.59 eV
E_LUMO ... 0.73 eV
Largest force on an atom ... 0.9 eV Å⁻¹
Energy relative to the best compared isomer or geometry (same formula, charge and spin) ... 1.6331 eV
Electronic energy ... -301.4272 Ha
SMILES ... Oc1cn[nH]c1

XYZ file:
```
10
Properties=species:S:1:pos:R:3:forces:R:3
O 2.049 -0.036 -0.150 0.21 -0.06 0.29
C 0.709 0.104 0.004 -0.32 0.03 0.07
C -0.210 -0.806 0.429 0.16 0.01 -0.07
N -1.444 -0.219 0.278 0.13 -0.17 -0.19
N -1.339 1.034 -0.232 0.29 -0.09 -0.16
C -0.049 1.262 -0.339 0.06 0.00 -0.08
H 2.245 -0.977 -0.056 0.18 0.22 -0.02
H -0.126 -1.784 0.883 0.12 0.01 -0.28
H -2.117 -0.802 -0.192 -0.77 0.19 0.42
H 0.323 2.225 -0.665 -0.05 -0.14 0.01
```
Positions in Å, forces in eV/Å.

# 3
Formula: C3H4N2O
Source: OMol25
Level of theory: the ωB97M-V functional and the def2-TZVPD basis

Highest occupied orbital energy ... -0.354 Ha
Frontier orbital gap ... 9.51 eV
E_LUMO ... -0.12 eV
Largest force on an atom ... 0.4 eV Å⁻¹
Energy relative to the best compared isomer or geometry (same formula, charge and spin) ... 2.5759 eV
Electronic energy ... -301.3926 Ha
SMILES ... O[C@H]1C=CN=N1

XYZ file:
```
10
Properties=species:S:1:pos:R:3:forces:R:3
O 1.907 -0.077 -0.663 0.00 0.26 -0.03
C 0.566 -0.364 -0.458 -0.16 -0.16 0.09
C -0.070 -0.181 0.891 -0.16 0.02 -0.07
C -1.287 0.295 0.636 0.16 -0.04 0.14
N -1.434 0.579 -0.771 0.33 -0.05 -0.15
N -0.386 0.290 -1.385 -0.25 0.01 0.16
H 2.032 0.880 -0.654 -0.03 -0.06 0.03
H 0.364 -0.478 1.836 -0.09 -0.02 -0.16
H -2.130 0.480 1.291 0.17 0.04 -0.08
H 0.438 -1.425 -0.723 0.03 0.00 0.05
```
Positions in Å, forces in eV/Å.

# 4
Formula: C3H4N2O
Source: OMol25
Level of theory: the ωB97M-V functional and the def2-TZVPD basis

Highest occupied orbital energy ... -0.322 Ha
Frontier orbital gap ... 9.55 eV
E_LUMO ... 0.78 eV
Largest force on an atom ... 0.5 eV Å⁻¹
Energy relative to the best compared isomer or geometry (same formula, charge and spin) ... 1.4477 eV
Electronic energy ... -301.4340 Ha
SMILES ... Oc1cn[nH]c1

XYZ file:
```
10
Properties=species:S:1:pos:R:3:forces:R:3
O 2.061 -0.039 -0.207 0.03 -0.26 -0.20
C 0.704 0.058 -0.188 -0.49 0.16 0.04
C -0.218 -0.899 0.153 0.17 0.04 0.11
N -1.425 -0.263 0.184 -0.03 -0.09 0.11
N -1.334 1.032 -0.142 0.26 -0.03 -0.03
C -0.054 1.232 -0.425 0.05 0.06 0.23
H 2.286 -0.812 0.325 0.20 0.15 -0.17
H -0.116 -1.966 0.289 -0.02 0.18 0.25
H -2.194 -0.552 0.769 -0.12 -0.01 -0.44
H 0.288 2.205 -0.757 -0.03 -0.20 0.10
```
Positions in Å, forces in eV/Å.

# 5
Formula: C3H4N2O
Source: OMol25
Level of theory: the ωB97M-V functional and the def2-TZVPD basis

Highest occupied orbital energy ... -0.331 Ha
Frontier orbital gap ... 9.76 eV
E_LUMO ... 0.74 eV
Largest force on an atom ... 0.7 eV Å⁻¹
Energy relative to the best compared isomer or geometry (same formula, charge and spin) ... 1.4482 eV
Electronic energy ... -301.4340 Ha
SMILES ... C=C=NC(N)=O

XYZ file:
```
10
Properties=species:S:1:pos:R:3:forces:R:3
N 2.210 0.193 -0.458 0.07 -0.01 -0.08
C 1.075 -0.496 -0.172 0.07 -0.23 -0.04
N 0.052 0.295 0.376 -0.61 -0.22 0.34
C -1.160 0.241 0.271 0.38 0.01 0.16
C -2.465 0.221 0.316 0.09 0.09 -0.07
O 0.958 -1.698 -0.250 0.14 0.28 -0.13
H 2.281 1.176 -0.263 -0.06 -0.09 0.10
H 3.056 -0.349 -0.522 -0.09 0.07 -0.14
H -3.029 1.129 0.195 -0.08 0.06 -0.37
H -2.979 -0.711 0.507 0.10 0.04 0.23
```
Positions in Å, forces in eV/Å.

# 6
Formula: C3H4N2O
Source: OMol25
Level of theory: the ωB97M-V functional and the def2-TZVPD basis

Highest occupied orbital energy ... -0.353 Ha
Frontier orbital gap ... 10.12 eV
E_LUMO ... 0.52 eV
Largest force on an atom ... 0.8 eV Å⁻¹
Energy relative to the best compared isomer or geometry (same formula, charge and spin) ... 5.4788 eV
Electronic energy ... -301.2859 Ha
SMILES ... C#[N+][O-].C#CN

XYZ file:
```
10
Properties=species:S:1:pos:R:3:forces:R:3
N 1.589 0.031 -0.166 0.13 -0.17 -0.03
C 1.002 -1.205 -0.161 -0.23 -0.46 0.00
C 0.418 -2.257 -0.149 0.25 0.49 0.00
O -3.490 1.965 0.503 0.21 -0.03 -0.03
N -2.326 1.691 0.333 0.74 -0.16 -0.11
C -1.207 1.442 0.167 -0.82 0.15 0.12
H 2.073 0.231 -1.035 -0.06 -0.02 0.09
H 2.215 0.172 0.619 -0.08 -0.02 -0.08
H -0.090 -3.196 -0.140 0.08 0.17 0.00
H -0.184 1.126 0.030 -0.22 0.06 0.03
```
Positions in Å, forces in eV/Å.

# 7
Formula: C3H4N2O
Source: OMol25
Level of theory: the ωB97M-V functional and the def2-TZVPD basis

Highest occupied orbital energy ... -0.269 Ha
Frontier orbital gap ... 7.96 eV
E_LUMO ... 0.63 eV
Largest force on an atom ... 3.3 eV Å⁻¹
Energy relative to the best compared isomer or geometry (same formula, charge and spin) ... 4.0026 eV
Electronic energy ... -301.3401 Ha

XYZ file:
```
10
Properties=species:S:1:pos:R:3:forces:R:3
C -0.764 -0.115 -0.110 0.06 -0.19 1.62
C 2.809 -0.272 -0.137 -0.18 0.77 -0.23
C -3.001 0.775 0.116 -0.69 -0.33 -0.70
N -1.784 0.468 -0.047 -0.07 -1.04 -0.23
N 3.544 -1.108 0.283 -0.96 3.07 0.75
O 2.153 0.654 -0.453 0.47 -0.75 0.15
H 0.197 -0.030 -0.468 1.32 0.14 -1.49
H -3.221 1.527 0.768 -0.42 2.05 1.63
H -3.779 0.089 -0.087 -0.45 -0.62 -0.84
H 3.847 -1.987 0.137 0.91 -3.09 -0.66
```
Positions in Å, forces in eV/Å.

# 8
Formula: C3H4N2O
Source: OMol25
Level of theory: the ωB97M-V functional and the def2-TZVPD basis

Highest occupied orbital energy ... -0.377 Ha
Frontier orbital gap ... 10.61 eV
E_LUMO ... 0.35 eV
Largest force on an atom ... 1.8 eV Å⁻¹
Energy relative to the best compared isomer or geometry (same formula, charge and spin) ... 2.6334 eV
Electronic energy ... -301.3905 Ha
SMILES ... [H]/N=C/OCC#N

XYZ file:
```
10
Properties=species:S:1:pos:R:3:forces:R:3
N -2.039 -0.373 1.001 0.66 -0.37 -0.25
C -0.929 -0.123 0.448 0.01 0.69 -0.10
O 0.059 -1.017 0.107 0.60 0.26 -0.32
C 1.308 -0.491 -0.547 -0.95 -0.47 0.51
C 1.178 0.957 -0.687 -0.71 0.85 0.21
N 0.588 1.944 -0.545 1.63 0.02 -0.77
H -2.489 0.550 1.088 0.03 -0.66 0.07
H -0.648 0.889 0.180 -0.52 -0.29 0.29
H 1.433 -0.961 -1.533 -0.28 0.02 0.40
H 2.179 -0.735 0.075 -0.48 -0.05 -0.04
```
Positions in Å, forces in eV/Å.

# 9
Formula: C3H4N2O
Source: OMol25
Level of theory: the ωB97M-V functional and the def2-TZVPD basis

Highest occupied orbital energy ... -0.393 Ha
Frontier orbital gap ... 10.99 eV
E_LUMO ... 0.29 eV
Largest force on an atom ... 4.7 eV Å⁻¹
Energy relative to the best compared isomer or geometry (same formula, charge and spin) ... 1.3771 eV
Electronic energy ... -301.4366 Ha
SMILES ... CNC(=O)C#N

XYZ file:
```
10
Properties=species:S:1:pos:R:3:forces:R:3
C 0.701 -1.997 -0.597 0.52 0.03 -0.34
C 0.857 -0.544 -0.317 -0.18 0.32 0.76
C -0.469 1.283 0.448 -4.44 1.33 -0.37
N 0.643 -3.126 -0.803 -0.12 0.19 0.09
N -0.362 0.108 -0.347 0.48 -1.53 -0.09
O 1.925 -0.042 -0.010 -1.28 -0.62 -0.62
H -0.746 0.990 1.451 1.26 0.34 0.88
H 0.197 2.090 0.235 0.81 -0.04 0.35
H -1.523 1.700 0.189 1.65 -0.23 -0.08
H -1.224 -0.463 -0.247 1.30 0.21 -0.56
```
Positions in Å, forces in eV/Å.

# 10
Formula: C3H4N2O
Source: OMol25
Level of theory: the ωB97M-V functional and the def2-TZVPD basis

Highest occupied orbital energy ... -0.385 Ha
Frontier orbital gap ... 11.21 eV
E_LUMO ... 0.74 eV
Largest force on an atom ... 1.2 eV Å⁻¹
Energy relative to the best compared isomer or geometry (same formula, charge and spin) ... 1.6720 eV
Electronic energy ... -301.4258 Ha
SMILES ... [H]/N=C/OCC#N

XYZ file:
```
10
Properties=species:S:1:pos:R:3:forces:R:3
N 1.116 -0.624 -0.728 0.21 0.04 0.35
C 1.197 -0.329 0.492 0.07 -0.16 -0.27
O 0.264 0.448 1.086 -0.05 -0.11 -0.07
C -0.826 0.836 0.258 -0.21 0.09 -0.10
C -1.346 -0.212 -0.640 -0.77 -0.68 -0.54
N -1.935 -0.972 -1.283 0.50 0.77 0.63
H 1.797 -1.311 -1.025 0.25 0.15 0.03
H 1.951 -0.632 1.223 -0.17 -0.01 -0.11
H -0.565 1.734 -0.314 -0.02 -0.27 -0.02
H -1.653 1.063 0.931 0.19 0.19 0.09
```
Positions in Å, forces in eV/Å.